<1>
The following is a quantum chemistry calculation of a cluster of 4 separate species, C4H13NO3 in total, from the Open Molecules 2025 dataset.

Structure (XYZ):
```
21
Properties=species:S:1:pos:R:3
N 1.41 1.61 -0.56
C 0.06 1.79 -0.25
C -0.70 0.88 0.37
C -2.14 0.94 0.18
C -2.96 -0.10 0.42
H 1.91 2.42 -0.86
H 1.88 1.05 0.08
H -0.27 2.75 -0.57
H -0.18 0.02 0.77
H -2.61 1.89 -0.05
H -3.90 -0.29 -0.08
H -2.55 -1.03 0.80
H -1.05 -1.49 -0.62
H -1.01 -2.68 -1.68
O -0.54 -2.20 -1.00
H 1.60 -1.99 -1.17
H 2.43 -0.74 -1.60
O 2.45 -1.70 -1.52
H 2.66 -0.75 2.10
H 1.69 -0.10 3.08
O 1.82 -0.28 2.14
```

Output
SMILES string = C=C/C=C/N.O.O.O
orbital gap = 8.30 eV
lowest unoccupied orbital energy = 0.0213 Eh



<2>
The following is a quantum chemistry calculation of a cluster of 3 separate species, C4H13NO3 in total, from the Open Molecules 2025 dataset.

Structure (XYZ):
```
21
Properties=species:S:1:pos:R:3
C -0.33 1.15 2.54
C -0.35 0.55 1.15
C -1.56 -0.37 0.89
C -1.49 -1.10 -0.45
O -2.01 -2.18 -0.55
N 0.84 -0.32 0.89
H -0.45 0.36 3.29
H -1.03 1.99 2.54
H 0.56 1.74 2.81
H -0.33 1.30 0.36
H -2.54 0.13 0.99
H -1.70 -1.15 1.63
H -1.01 -0.59 -1.29
H 1.61 0.25 0.55
H 1.10 -0.83 1.72
H 1.52 1.71 -2.39
H 2.78 2.45 -2.49
O 2.24 2.00 -1.85
H 1.18 -1.14 -1.30
H 2.10 -0.03 -1.94
O 1.28 -0.51 -2.01
```

Output
SMILES string = C[C@@H](N)CC=O.O.O
orbital gap = 9.94 eV
lowest unoccupied orbital energy = 0.0210 Eh



Relative energies, unit hartree: <1> 0.0273; <2> 0.0000



<1>
The following is a quantum chemistry calculation of a cluster of 2 separate species, C4H13NO3 in total, from the Open Molecules 2025 dataset.

Structure (XYZ):
```
21
Properties=species:S:1:pos:R:3
C 0.72 1.35 0.08
O 0.56 2.70 0.47
C -0.68 0.53 0.29
C -0.70 -0.86 -0.35
C -0.33 -0.91 -1.79
O -2.04 -1.35 -0.14
N -0.95 0.25 1.66
H 1.76 0.86 0.32
H 0.84 1.44 -1.07
H -1.59 1.05 -0.03
H -0.08 -1.56 0.17
H 0.49 -1.53 -2.34
H -0.19 0.20 -2.13
H -1.20 -1.13 -2.39
H -2.11 -1.91 0.72
H 0.02 0.02 2.17
H -1.51 0.93 2.07
H 1.00 2.76 1.30
H 1.82 -1.48 -0.28
H 3.08 -1.09 -1.02
O 2.75 -1.47 -0.15
```

Output
SMILES string = C[C@H](O)[C@@H](N)CO.O
orbital gap = 9.74 eV
lowest unoccupied orbital energy = 0.0248 Eh



<2>
The following is a quantum chemistry calculation of a cluster of 3 separate species, C4H13NO3 in total, from the Open Molecules 2025 dataset.

Structure (XYZ):
```
21
Properties=species:S:1:pos:R:3
C 2.03 -0.44 1.85
N 1.27 -0.03 0.67
C 1.12 -0.91 -0.45
C 0.22 -2.18 -0.27
C -1.21 -1.71 -0.29
O -1.67 -0.83 -0.96
H 3.00 0.05 1.81
H 2.08 -1.52 1.93
H 1.54 -0.07 2.74
H 0.52 0.63 0.82
H 2.12 -1.26 -0.72
H 0.73 -0.33 -1.27
H 0.69 -2.95 -0.89
H 0.33 -2.61 0.72
H -1.84 -2.21 0.48
H -2.13 1.80 -0.94
H -1.95 1.40 -2.41
O -1.99 2.18 -1.82
H -0.62 3.21 0.90
H 0.70 3.07 0.32
O 0.21 2.74 1.08
```

Output
SMILES string = CNCCC=O.O.O
orbital gap = 8.89 eV
lowest unoccupied orbital energy = 0.0270 Eh



Relative energies, unit hartree: <1> 0.0422; <2> 0.0000



<1>
The following is a quantum chemistry calculation of a structure of composition C4H13NO3, from the Open Molecules 2025 dataset.

Structure (XYZ):
```
21
Properties=species:S:1:pos:R:3
C -0.53 -0.99 2.00
N 0.07 -1.21 0.67
C 0.87 -0.07 0.33
C -0.85 -1.80 -0.28
C -2.12 -1.14 -0.59
O -1.97 0.18 -1.19
H -1.19 -1.82 2.17
H 0.29 -1.01 2.69
H -1.13 -0.09 2.10
H 1.64 0.02 1.05
H 0.32 0.87 0.25
H 1.37 -0.22 -0.62
H -0.34 -2.35 -1.10
H -2.65 -0.93 0.39
H -2.77 -1.75 -1.32
H -1.04 0.20 -1.35
H 3.34 2.95 0.06
O 2.60 2.21 0.04
H 1.88 2.22 -0.94
H 1.17 2.66 -2.56
O 1.03 2.06 -1.78
```

Output
orbital gap = 3.31 eV
lowest unoccupied orbital energy = -0.1479 Eh



<2>
The following is a quantum chemistry calculation of a cluster of 2 separate species, C4H13NO3 in total, from the Open Molecules 2025 dataset.

Structure (XYZ):
```
21
Properties=species:S:1:pos:R:3
C 0.35 -2.31 -0.44
N 0.84 -0.97 -0.68
C -0.05 0.13 -0.31
C 0.91 1.32 0.00
O 0.26 2.50 0.39
C -1.07 0.56 -1.39
O -2.00 1.50 -0.80
H -0.19 -2.32 0.50
H 1.22 -2.97 -0.32
H -0.30 -2.78 -1.19
H 1.13 -0.85 -1.64
H -0.52 -0.14 0.64
H 1.51 1.53 -0.89
H 1.64 0.99 0.74
H -0.67 2.38 0.67
H -1.75 -0.23 -1.72
H -0.63 1.05 -2.27
H -1.74 2.40 -1.06
H -0.09 -0.44 2.60
H 0.80 -0.38 3.86
O 0.33 -0.98 3.28
```

Output
SMILES string = CNC(CO)CO.O
orbital gap = 9.70 eV
lowest unoccupied orbital energy = 0.0271 Eh



Relative energies, unit hartree: <1> 0.2118; <2> 0.0000



<1>
The following is a quantum chemistry calculation of a cluster of 2 separate species, C5H8N in total, from the Open Molecules 2025 dataset.

Structure (XYZ):
```
14
Properties=species:S:1:pos:R:3
C -3.78 0.00 0.08
C -1.71 0.03 -0.01
C 0.82 0.01 0.08
C 1.49 -1.30 0.07
C 1.55 1.29 0.06
N -0.47 0.03 0.07
H -4.00 -0.97 -0.33
H -4.03 0.97 -0.30
H 1.09 -1.94 0.86
H 2.57 -1.20 0.18
H 1.28 -1.82 -0.87
H 2.61 1.14 0.27
H 1.12 2.00 0.78
H 1.46 1.76 -0.92
```

Output
orbital gap (spin up / spin down) = 10.25 / 6.74 eV
net charge = +1
lowest unoccupied orbital energy (spin up / spin down) = -0.2032 / -0.2276 Eh



<2>
The following is a quantum chemistry calculation of the ion C5H8N with charge +1, from the Open Molecules 2025 dataset.

Structure (XYZ):
```
14
Properties=species:S:1:pos:R:3
C -1.47 1.41 -0.15
C 0.17 -0.20 0.12
C -1.36 0.16 -0.13
C -2.33 -0.92 -0.11
C 2.50 -0.13 0.27
N 1.21 0.38 -0.24
H -0.88 2.27 0.01
H -2.97 -0.98 -0.93
H -2.99 -0.62 0.71
H -1.78 -1.83 -0.06
H 2.86 0.55 0.91
H 2.45 -0.93 0.95
H 3.16 -0.34 -0.55
H 1.44 1.20 -0.79
```

Output
orbital gap (spin up / spin down) = 7.95 / 9.19 eV
net charge = +1
lowest unoccupied orbital energy (spin up / spin down) = -0.2394 / -0.2076 Eh



Relative energies, unit hartree: <1> 0.0153; <2> 0.0000



<1>
The following is a quantum chemistry calculation of the ion C5H8N with charge +1, from the Open Molecules 2025 dataset.

Structure (XYZ):
```
14
Properties=species:S:1:pos:R:3
C 0.29 1.05 -0.64
C 1.36 0.61 -0.14
C -1.20 -0.64 0.34
C -1.02 0.22 -0.86
C 2.08 -0.43 0.41
N -1.95 0.54 0.03
H 0.05 2.05 -0.53
H -1.64 -1.62 0.30
H -0.53 -0.41 1.13
H -1.35 -0.16 -1.82
H 1.76 -0.50 1.40
H 3.23 -0.53 0.16
H 1.59 -1.38 -0.05
H -2.67 1.21 0.26
```

Output
orbital gap (spin up / spin down) = 7.26 / 7.25 eV
net charge = +1
lowest unoccupied orbital energy (spin up / spin down) = -0.2473 / -0.2474 Eh



<2>
The following is a quantum chemistry calculation of the ion C5H8N with charge +1, from the Open Molecules 2025 dataset.

Structure (XYZ):
```
14
Properties=species:S:1:pos:R:3
C -0.28 0.43 0.22
C -0.86 1.31 1.05
C 0.20 -0.30 -0.67
C 0.34 -1.81 -2.78
C -1.20 0.96 2.42
N 0.82 -1.39 -1.38
H -1.15 2.15 0.57
H 1.09 -1.84 -3.63
H -0.68 -1.52 -2.90
H -2.13 1.28 2.80
H -0.52 1.19 3.14
H -1.19 -0.24 2.53
H 1.75 -1.00 -1.72
H 0.75 -2.24 -0.79
```

Output
orbital gap (spin up / spin down) = 6.64 / 10.05 eV
net charge = +1
lowest unoccupied orbital energy (spin up / spin down) = -0.2077 / -0.1812 Eh



<3>
The following is a quantum chemistry calculation of a cluster of 2 separate species, C5H8N in total, from the Open Molecules 2025 dataset.

Structure (XYZ):
```
14
Properties=species:S:1:pos:R:3
C 1.36 -0.16 0.18
C 2.60 -0.23 0.02
C 0.11 -0.74 -0.55
C -0.65 -1.84 0.10
C -0.09 1.92 -0.06
N 0.10 0.47 0.15
H 0.16 -0.67 -1.59
H -0.18 -2.74 -0.02
H -1.72 -1.61 -0.30
H -0.52 -1.77 1.13
H 0.74 2.52 0.19
H -0.06 2.25 -1.08
H -0.97 2.48 0.39
H -0.88 0.11 1.43
```

Output
orbital gap (spin up / spin down) = 8.64 / 8.64 eV
net charge = +1
lowest unoccupied orbital energy (spin up / spin down) = -0.2523 / -0.2523 Eh



<4>
The following is a quantum chemistry calculation of the ion C5H8N with charge +1, from the Open Molecules 2025 dataset.

Structure (XYZ):
```
14
Properties=species:S:1:pos:R:3
C 0.40 0.88 0.97
C 0.35 0.72 -0.46
C 0.02 0.09 2.01
C -0.41 -0.48 3.05
C 0.01 -0.43 -2.47
N -0.14 -0.29 -1.08
H 0.76 1.77 1.41
H 0.54 1.58 -1.15
H -0.36 -1.04 -0.49
H -1.29 -0.08 3.33
H -0.08 -1.25 3.75
H 0.98 -0.78 -2.73
H -0.15 0.47 -3.11
H -0.62 -1.15 -3.03
```

Output
SMILES string = C=C=C/C=[NH+]/C
orbital gap = 9.27 eV
net charge = +1
lowest unoccupied orbital energy = -0.1963 Eh



Relative energies, unit hartree: <1> 0.1219; <2> 0.1619; <3> 0.2693; <4> 0.0000



<1>
The following is a quantum chemistry calculation of the ion C5H8N with charge +1, from the Open Molecules 2025 dataset.

Structure (XYZ):
```
14
Properties=species:S:1:pos:R:3
C -2.24 0.70 -0.32
C -1.80 -0.59 0.03
C 1.95 0.19 0.66
C -0.38 -0.85 0.08
C 1.96 0.18 -0.78
N 0.63 0.17 -0.02
H -3.19 1.07 -0.50
H -1.45 1.38 -0.62
H -2.48 -1.38 0.39
H 2.35 -0.73 1.17
H 2.04 1.10 1.29
H 0.09 -1.84 0.19
H 2.28 -0.54 -1.52
H 0.23 1.14 -0.07
```

Output
orbital gap (spin up / spin down) = 9.56 / 6.85 eV
net charge = +1
lowest unoccupied orbital energy (spin up / spin down) = -0.1917 / -0.2178 Eh



<2>
The following is a quantum chemistry calculation of a cluster of 2 separate species, C5H8N in total, from the Open Molecules 2025 dataset.

Structure (XYZ):
```
14
Properties=species:S:1:pos:R:3
C -2.29 -0.65 1.21
C -2.19 0.57 1.80
C -2.12 0.49 0.41
C 0.76 0.57 -0.30
C 0.77 -0.82 -0.79
N 1.88 1.22 -0.37
H -2.41 -1.71 1.29
H -2.16 1.17 2.68
H -2.08 0.96 -0.55
H 0.32 -1.48 -0.06
H 1.77 -1.19 -1.04
H 0.15 -0.86 -1.69
H 2.75 0.82 -0.74
H 1.94 2.19 -0.07
```

Output
orbital gap = 7.69 eV
net charge = +1
lowest unoccupied orbital energy = -0.1621 Eh



<3>
The following is a quantum chemistry calculation of the ion C5H8N with charge +1, from the Open Molecules 2025 dataset.

Structure (XYZ):
```
14
Properties=species:S:1:pos:R:3
C 1.83 0.05 0.14
C -0.50 0.54 0.81
C 0.51 -0.44 0.32
C 0.44 -1.81 -0.20
C -1.07 1.39 -0.39
N 2.86 0.46 -0.14
H -1.28 0.14 1.25
H -0.05 1.38 1.48
H -0.44 -2.44 0.20
H 1.32 -2.40 -0.20
H -0.05 -1.67 -1.17
H -0.38 1.91 -0.94
H -1.75 2.01 0.09
H -1.44 0.88 -1.24
```

Output
orbital gap = 9.53 eV
net charge = +1
lowest unoccupied orbital energy = -0.2890 Eh



Relative energies, unit hartree: <1> 0.0680; <2> 0.0348; <3> 0.0000